(1)
Computed, not measured: a molecular structure, C23H43IrN2O2P3 in a non-equilibrium geometry, with ωB97M-V/def2-TZVPD.

The geometry in XYZ format:
```
74
Properties=species:S:1:pos:R:3:mulliken_charge:R:1
Ir 0.02550 -0.60212 0.41536 0.547
P -1.76542 -2.08002 0.57756 1.042
P 1.23749 -1.10297 2.44674 0.927
P 1.27582 -1.97425 -0.72504 1.108
H -1.23549 3.11063 -0.18100 -0.094
C -1.18096 3.15059 -1.27419 -0.386
C -2.11177 2.13879 -1.91617 -0.033
H -2.22104 1.21435 -1.31918 0.053
C -3.32635 -1.31906 1.18409 -1.443
C -1.64335 -3.55921 1.66546 -1.267
C -2.30370 -2.79374 -1.02614 -1.298
C 2.87523 -0.28295 2.52033 -1.162
C 0.35369 -0.43967 3.91213 -1.229
C 1.63221 -2.82386 2.95098 -1.198
C 0.93005 -1.95862 -2.52421 -1.474
C 1.46980 -3.79227 -0.43568 -1.428
C 3.01776 -1.38802 -0.79188 -1.509
H -1.62527 4.14538 -1.43598 0.458
H -3.09990 2.60354 -1.92236 0.315
H -3.67422 -0.58969 0.44019 0.430
H -3.12845 -0.80457 2.13338 0.357
H -4.11924 -2.06462 1.34603 0.575
H -1.54165 -3.24577 2.71217 0.378
H -0.79430 -4.20062 1.40501 0.312
H -2.56658 -4.15229 1.57135 0.524
H -2.42465 -1.99015 -1.76313 0.288
H -3.27763 -3.28605 -0.88916 0.511
H -1.58761 -3.53384 -1.40447 0.396
H 3.52528 -0.85820 3.19583 0.620
H 2.77496 0.74406 2.90881 0.123
H 3.33702 -0.25431 1.52529 0.216
H 0.45510 -1.14640 4.75036 0.540
H -0.71448 -0.30264 3.68733 0.276
H 0.80275 0.52477 4.19801 0.347
H 2.65235 -2.85070 3.36209 0.445
H 1.57659 -3.52192 2.10725 0.111
H 0.93338 -3.15029 3.73420 0.452
H 1.41420 -2.83402 -2.98415 0.546
H 1.36915 -1.05530 -2.96582 0.311
H -0.14455 -1.99749 -2.72662 0.293
H 1.69861 -4.26773 -1.40314 0.511
H 0.55516 -4.25722 -0.04538 0.296
H 2.31056 -3.99405 0.24292 0.455
H 3.45559 -1.71300 -1.74710 0.513
H 3.62391 -1.79370 0.02702 0.424
H 3.02900 -0.29086 -0.76133 0.401
C -1.03527 1.53899 -4.22759 0.762
C 0.21609 2.10284 -3.98231 -0.160
C 1.28989 1.68794 -4.74922 -0.620
C 1.10085 0.92687 -5.89661 -0.439
C -0.19236 0.58481 -6.30202 -0.405
C -1.26647 0.83955 -5.44552 -0.612
O -2.05903 1.88301 -3.40273 -0.348
H 0.19856 2.85061 -3.20033 0.580
H -0.13674 3.09731 -1.61178 0.094
H 2.29489 2.02751 -4.46677 0.477
H 1.94802 0.63787 -6.52967 0.499
H -0.33301 0.09982 -7.27191 0.444
H -2.27285 0.53454 -5.76769 0.514
N 1.31068 4.78921 3.87602 -0.279
C 1.47192 3.58633 3.25714 0.574
O 2.51052 2.91552 3.39069 -0.180
C 0.30808 3.08259 2.48484 0.302
C -1.02207 3.46378 2.73663 -0.692
C -2.03443 2.73664 2.12325 -1.160
C -1.71980 1.53475 1.48994 -0.574
N -0.44116 1.17319 1.25872 0.383
C 0.56692 1.99540 1.62827 -0.578
H 2.13512 5.19410 4.28105 0.311
H 0.57036 5.41500 3.62664 0.229
H -1.24772 4.28128 3.41395 0.476
H -3.08264 3.04897 2.10769 0.567
H -2.49489 0.89155 1.10200 0.148
H 1.57207 1.72009 1.29960 1.105
```

Relative energy (zero: lowest compared OMol25 entry of this formula, charge and spin) in kcal/mol: 0.00
Total charge: +4
Multiplicity: 6

(2)
Computed, not measured: 8 unconnected molecules or ions with the total composition C23H43N10O17S in a non-equilibrium geometry, with ωB97M-V/def2-TZVPD.

The geometry in XYZ format:
```
94
Properties=species:S:1:pos:R:3:mulliken_charge:R:1
O 1.54341 -5.00934 2.41922 -0.449
C 0.39396 -5.16524 2.10426 0.168
O -0.00827 -5.32970 0.77103 -0.436
C 0.48878 -4.15790 0.06111 0.305
C -0.08677 -4.03633 -1.38876 -0.795
C 0.38330 -2.72626 -2.16161 -0.282
C -0.02599 -1.48289 -1.27993 -0.012
N 1.05616 -0.89113 -0.44721 1.026
C 2.32026 -1.43468 -0.27234 0.562
C 3.36266 -0.81551 0.54219 -1.484
C 3.08548 0.46500 1.21259 -0.054
C 1.74302 1.02522 1.04144 -0.754
C 0.73992 0.30415 0.19991 0.669
C -0.67041 1.01812 0.08237 -1.447
C -1.86504 0.20106 0.72408 -0.553
C -1.55771 -0.45916 2.12096 -0.494
C -2.48295 -1.76048 2.23506 -0.618
S -4.24030 -1.35142 2.60132 -0.075
C -5.34085 -2.37193 1.62820 0.519
N -6.12198 -3.42237 2.00231 -0.186
N -6.86386 -3.95832 1.02779 -0.500
C -6.56641 -3.21089 -0.08929 0.058
O -5.66460 -2.27140 0.26485 -0.266
H -0.35523 -5.19234 2.95184 0.388
H 1.61362 -4.23276 0.00621 0.260
H 0.26329 -3.26592 0.71697 -0.106
H 0.10190 -4.96444 -1.99030 0.451
H -1.21396 -3.97004 -1.28548 0.257
H 1.45288 -2.75184 -2.46901 -0.241
H -0.25364 -2.68458 -3.08926 0.415
H -0.50748 -0.68648 -1.91475 0.415
H -0.80773 -1.85429 -0.55568 -0.286
H 2.60077 -2.40663 -0.74938 0.031
H 4.34717 -1.33356 0.63642 0.493
H 3.91377 0.93338 1.81122 0.143
H 1.46826 1.98916 1.51888 0.517
H -0.91014 1.12994 -1.01586 0.281
H -0.63180 2.07125 0.47790 0.613
H -2.25316 -0.52380 -0.04651 0.294
H -2.70917 0.93865 0.86782 0.599
H -0.50925 -0.83498 2.24868 0.239
H -1.74874 0.26008 2.96710 0.457
H -2.46927 -2.25663 1.22006 0.049
H -2.00625 -2.45080 2.99007 0.453
H -7.04700 -3.40924 -1.06759 0.384
C 2.96659 2.48404 -3.37406 -0.750
N 1.96901 2.52494 -2.27024 1.021
O 0.92346 1.93341 -2.43036 -0.545
O 2.26620 3.14409 -1.27754 -0.566
H 2.56408 1.89595 -4.18756 0.317
H 3.14696 3.50857 -3.69123 0.266
H 3.87237 2.02769 -2.97859 0.303
C -8.98454 -2.52019 3.25798 -0.483
N -9.95788 -2.48842 4.38163 0.895
O -10.99484 -3.10845 4.24498 -0.545
O -9.64315 -1.83891 5.36278 -0.550
H -9.39361 -3.13056 2.45789 0.331
H -8.83585 -1.49672 2.92437 0.042
H -8.05948 -2.95017 3.63557 0.323
C 5.58412 4.19192 2.61146 -0.740
N 5.33780 2.73338 2.44214 0.886
O 4.91964 2.11401 3.40463 -0.562
O 5.57216 2.25490 1.34533 -0.529
H 5.33238 4.47015 3.63055 0.339
H 6.63408 4.37195 2.41116 0.264
H 4.95204 4.71637 1.90020 0.303
C -8.05060 2.29856 3.38523 -0.823
N -7.50999 0.95909 3.03205 0.913
O -6.56575 0.54747 3.67661 -0.498
O -8.05641 0.36921 2.11713 -0.563
H -7.47111 2.70211 4.21052 0.317
H -7.96151 2.93055 2.50425 0.300
H -9.09159 2.16638 3.67222 0.314
C 7.63925 8.19005 1.13952 -0.728
N 6.96723 6.90367 1.46464 0.830
O 6.81762 6.10448 0.56022 -0.490
O 6.61384 6.74473 2.62117 -0.500
H 7.89599 8.19242 0.08414 0.321
H 6.94090 8.99175 1.36966 0.287
H 8.53358 8.25734 1.75521 0.284
C 1.77469 1.71322 -8.30995 -0.729
N 2.25359 1.48658 -6.92002 0.852
O 2.40928 2.46614 -6.21025 -0.544
O 2.45674 0.33625 -6.58822 -0.490
H 1.63766 2.77990 -8.46238 0.314
H 2.53145 1.32010 -8.98527 0.287
H 0.83189 1.18238 -8.42227 0.287
C 5.38625 -2.57629 -2.99657 -0.766
N 3.94292 -2.93187 -3.05027 0.890
O 3.24920 -2.34148 -3.85299 -0.490
O 3.55781 -3.79757 -2.27832 -0.478
H 5.58188 -1.80077 -3.73165 0.316
H 5.59893 -2.21891 -1.99108 0.251
H 5.95408 -3.47614 -3.22334 0.306
```

Total charge: +1
Calculated total energy in Ha: -3125.991133

(3)
Computed, not measured: 3 unconnected molecules or ions with the total composition C23H43N5O9Si in a non-equilibrium geometry, with ωB97M-V/def2-TZVPD.

The geometry in XYZ format:
```
81
Properties=species:S:1:pos:R:3:mulliken_charge:R:1
C 1.64994 -1.88974 -0.98261 -1.148
C 0.91772 -1.10025 -2.06859 0.690
N -0.49556 -1.51349 -2.26136 -0.080
C -1.31082 -1.13440 -1.18760 -2.196
N -1.64247 -1.96985 -0.27118 1.582
C -1.36254 -3.49502 -0.33475 0.233
O -2.04565 -4.06946 -1.17864 -0.698
O -0.52607 -3.88506 0.50723 -0.666
C -2.40316 -1.30983 0.82347 0.169
C -1.91707 -1.84459 2.16934 -2.069
C -3.89272 -1.69783 0.62378 -1.153
N -4.68621 -1.77721 1.85961 -0.590
C -2.08012 0.22287 0.58923 2.931
C -3.23934 1.08095 1.11637 -1.186
C -2.90136 2.52326 1.46384 -1.432
O -2.15110 3.16995 0.44033 -0.101
Si -0.90233 4.17419 0.78707 0.754
C 0.32568 3.50540 2.01023 -0.988
C 0.00134 4.45055 -0.83095 -0.878
C -1.54690 5.86117 1.36512 -1.348
C -0.75500 0.55542 1.37640 -0.856
O -0.91193 0.87103 2.57282 -0.763
O 0.31218 0.45597 0.75123 -0.610
C -1.87723 0.23437 -0.95803 2.756
C -1.13093 1.42240 -1.56089 -2.587
C -3.24520 0.17188 -1.81640 -0.026
O -3.41793 -0.91233 -2.41652 -0.705
O -3.95369 1.18848 -1.83524 -0.723
H 1.79737 -1.27852 -0.09266 0.276
H 1.10030 -2.77881 -0.67668 0.025
H 2.63256 -2.21776 -1.34085 0.434
H 1.40550 -1.26213 -3.03500 0.639
H 0.99729 -0.03454 -1.85015 -0.515
H -0.87649 -1.02332 -3.06484 0.611
H -2.24755 -2.87663 2.30128 0.571
H -0.82843 -1.85415 2.17928 0.404
H -2.27679 -1.21530 2.97746 0.286
H -3.87562 -2.68067 0.14583 0.723
H -4.36927 -1.03988 -0.09931 0.190
H -5.21500 -2.63545 1.88455 0.233
H -5.32299 -0.99730 1.93275 0.236
H -4.06954 1.06661 0.41199 0.458
H -3.56162 0.63970 2.06723 0.319
H -3.84231 3.07536 1.60619 0.339
H -2.35883 2.52541 2.41208 0.564
H -0.07833 3.37055 3.01511 0.280
H 0.70533 2.53828 1.67023 0.167
H 1.15097 4.22706 2.06859 0.474
H -0.68275 4.49682 -1.68005 0.355
H 0.56008 5.39337 -0.78206 0.452
H 0.72269 3.64844 -1.00427 -0.097
H -2.58142 5.80808 1.71049 0.300
H -0.91098 6.27338 2.15280 0.352
H -1.52270 6.55425 0.51858 0.311
H -0.28152 1.72955 -0.95701 -0.091
H -0.79167 1.20717 -2.57730 0.500
H -1.84808 2.23893 -1.62373 0.858
C 2.43208 2.69567 -3.59716 0.044
O 1.59885 2.06316 -2.99504 -0.479
N 3.74757 2.68653 -3.26210 0.171
C 4.73812 3.44864 -3.97592 -0.948
C 4.13485 1.86471 -2.12447 -0.895
H 2.20158 3.34194 -4.46467 0.246
H 5.50484 2.79780 -4.40723 0.328
H 5.23279 4.17002 -3.31874 0.334
H 4.25578 3.99588 -4.78543 0.283
H 3.87901 0.81932 -2.29943 0.283
H 3.60732 2.17920 -1.22363 0.257
H 5.20905 1.95771 -1.97235 0.367
C 3.74918 -4.49519 2.73428 0.079
O 3.76752 -3.40278 2.21359 -0.535
N 3.01234 -5.55231 2.33570 0.203
C 3.11815 -6.82393 3.00540 -0.953
C 2.08606 -5.44119 1.20609 -0.847
H 4.38211 -4.73821 3.61292 0.202
H 3.44947 -7.60541 2.31438 0.316
H 2.15483 -7.12791 3.42436 0.318
H 3.84113 -6.75210 3.81817 0.309
H 2.62984 -5.14024 0.30983 0.263
H 1.29484 -4.71247 1.38106 0.288
H 1.63096 -6.41622 1.04660 0.401
```

Relative energy (zero: lowest compared OMol25 entry of this formula, charge and spin) in kcal/mol: 0.00
Total charge: -2